The following is a DFT calculation (wB97M-V/def2-TZVPD) of 8 unconnected molecules or ions with the total composition C52H93ClN2O15PS9 in a non-equilibrium geometry.

Cartesian coordinates (Å):
C: 5.012 -3.997 1.165
C: 6.307 -3.321 0.716
C: 6.133 -2.530 -0.584
C: 5.252 -1.275 -0.409
O: 4.414 -1.093 -1.512
P: 2.698 -0.967 -1.133
C: 0.830 -0.936 -0.675
N: 0.630 -0.530 0.752
C: 2.314 -2.116 -2.638
C: 2.635 -3.579 -2.303
C: 2.913 -4.411 -3.596
S: 1.836 -5.897 -3.626
C: 0.763 -5.590 -5.018
S: 1.355 -5.649 -6.538
N: -0.589 -5.247 -4.812
C: -1.075 -5.426 -3.476
C: -1.608 -4.391 -2.716
C: -2.113 -4.629 -1.443
C: -2.085 -5.898 -0.882
C: -1.544 -6.935 -1.632
C: -1.066 -6.699 -2.912
C: -0.937 -3.960 -5.376
C: -0.103 -2.867 -5.157
C: -0.441 -1.611 -5.634
C: -1.633 -1.436 -6.332
C: -2.455 -2.532 -6.565
C: -2.110 -3.793 -6.088
C: 2.421 0.603 -2.342
Cl: 3.887 1.035 -3.342
C: 2.089 1.825 -1.492
C: 1.399 2.907 -2.331
H: 4.756 -4.821 0.503
H: 4.184 -3.294 1.202
H: 5.137 -4.388 2.177
H: 7.034 -4.120 0.553
H: 6.688 -2.649 1.486
H: 5.698 -3.162 -1.358
H: 7.115 -2.237 -0.957
H: 5.936 -0.415 -0.371
H: 4.702 -1.319 0.538
H: 3.006 -0.053 -0.048
H: 2.813 -2.117 -0.231
H: 0.272 -0.276 -1.343
H: 0.425 -1.945 -0.786
H: -0.182 0.076 0.816
H: 0.378 -1.350 1.289
H: 2.948 -1.823 -3.476
H: 1.267 -2.014 -2.923
H: 3.468 -3.673 -1.612
H: 1.758 -4.017 -1.829
H: 3.929 -4.795 -3.531
H: 2.806 -3.812 -4.492
H: -1.653 -3.376 -3.080
H: -2.544 -3.800 -0.901
H: -2.495 -6.031 0.109
H: -1.490 -7.936 -1.230
H: -0.667 -7.531 -3.478
H: 0.819 -2.976 -4.607
H: 0.206 -0.770 -5.430
H: -1.911 -0.452 -6.681
H: -3.379 -2.411 -7.116
H: -2.766 -4.640 -6.234
H: 1.609 0.373 -3.030
H: 1.469 1.516 -0.655
H: 3.042 2.206 -1.129
H: 1.819 2.912 -3.334
H: 0.338 2.673 -2.439
H: 1.492 3.898 -1.888
C: 2.958 1.927 3.618
C: 1.639 2.010 4.398
C: 0.790 3.111 3.750
S: 1.301 3.173 2.027
O: 1.922 4.455 1.782
O: 0.224 2.690 1.200
C: 2.573 1.927 2.140
H: 3.526 1.033 3.876
H: 3.575 2.799 3.848
H: 1.116 1.053 4.328
H: 1.806 2.217 5.454
H: -0.275 2.893 3.794
H: 0.988 4.087 4.191
H: 3.392 2.183 1.472
H: 2.129 0.973 1.836
C: -6.262 -3.957 -4.662
C: -7.197 -4.025 -5.880
C: -6.642 -5.106 -6.821
S: -5.770 -6.275 -5.767
O: -4.364 -6.205 -6.074
O: -6.480 -7.529 -5.736
C: -6.028 -5.397 -4.234
H: -6.683 -3.372 -3.850
H: -5.312 -3.498 -4.952
H: -8.203 -4.298 -5.553
H: -7.269 -3.064 -6.389
H: -7.423 -5.635 -7.362
H: -5.920 -4.693 -7.524
H: -5.155 -5.523 -3.598
H: -6.909 -5.818 -3.750
C: 5.544 7.172 2.059
C: 6.690 6.725 2.976
C: 6.145 6.700 4.409
S: 4.380 6.379 4.268
O: 3.664 7.539 4.745
O: 4.088 5.063 4.783
C: 4.326 6.357 2.481
H: 5.783 7.014 1.008
H: 5.349 8.238 2.205
H: 7.016 5.723 2.689
H: 7.550 7.384 2.895
H: 6.599 5.917 5.011
H: 6.266 7.662 4.904
H: 3.381 6.773 2.143
H: 4.408 5.320 2.162
C: 10.611 11.652 3.723
C: 9.469 11.685 4.748
C: 8.626 10.421 4.538
S: 9.745 9.182 3.869
O: 9.331 8.866 2.525
O: 9.964 8.152 4.851
C: 11.186 10.240 3.784
H: 11.372 12.400 3.940
H: 10.218 11.850 2.724
H: 9.886 11.687 5.757
H: 8.860 12.582 4.645
H: 8.205 10.048 5.468
H: 7.834 10.579 3.809
H: 11.780 9.972 2.914
H: 11.761 10.084 4.696
C: -6.689 0.058 -0.822
C: -7.538 -0.236 0.424
C: -7.924 -1.725 0.360
S: -6.617 -2.548 -0.554
O: -7.159 -3.060 -1.793
O: -5.862 -3.400 0.330
C: -5.674 -1.076 -0.916
H: -6.198 1.024 -0.756
H: -7.324 0.065 -1.711
H: -6.953 -0.052 1.321
H: -8.419 0.396 0.474
H: -7.995 -2.174 1.348
H: -8.855 -1.879 -0.183
H: -5.215 -1.174 -1.898
H: -4.905 -0.983 -0.150
C: -5.065 4.929 1.471
C: -5.896 5.252 2.720
C: -7.102 4.303 2.729
S: -6.574 2.820 1.859
O: -7.347 2.711 0.648
O: -6.461 1.728 2.792
C: -4.938 3.409 1.436
H: -4.088 5.408 1.498
H: -5.588 5.279 0.578
H: -5.290 5.086 3.612
H: -6.218 6.292 2.732
H: -7.404 4.030 3.736
H: -7.949 4.719 2.187
H: -4.651 3.018 0.462
H: -4.251 3.050 2.202
C: -5.831 -7.122 2.794
C: -5.624 -5.601 2.800
C: -4.750 -5.264 4.016
S: -3.741 -6.719 4.330
O: -4.116 -7.275 5.607
O: -2.368 -6.432 4.012
C: -4.454 -7.731 3.035
H: -6.260 -7.467 1.854
H: -6.511 -7.407 3.600
H: -5.115 -5.300 1.883
H: -6.571 -5.065 2.837
H: -4.095 -4.417 3.828
H: -5.349 -5.079 4.906
H: -4.485 -8.767 3.363
H: -3.818 -7.633 2.155

The charge is -1. Its spin multiplicity is 1. Its HOMO-LUMO gap is 5.520 eV. The HOMO energy is -4.135 eV.

Atom charges from the Löwdin analysis, given in e for atoms 1 to 4: C -0.119; C -0.273; C -0.192; C -0.335